1.
# C32H72FN4

A structure of composition C32H72FN4 in a non-equilibrium geometry (ωB97M-V/def2-TZVPD, the OMol25 dataset).

Geometry as XYZ:
```
109
Properties=species:S:1:pos:R:3:forces:R:3:mulliken_charge:R:1
F -0.3099 0.2176 0.3633 -1.0 1.2 2.0 0.04
C 1.1175 2.5721 -2.7106 -1.1 0.4 -1.6 -2.46
C 1.0733 3.0041 -1.2987 -0.3 -0.5 1.6 -0.07
C -0.3579 2.8606 -0.7413 -0.1 -1.1 1.7 -0.29
N -0.5658 3.2015 0.8012 -0.7 3.2 -1.0 0.54
C -1.9146 2.6710 1.2713 1.5 0.3 0.9 -0.35
C 0.5749 2.8522 1.8045 -1.7 2.7 -1.4 0.24
C 0.5890 4.0401 2.8524 -1.2 -2.0 0.8 -0.98
C -0.1333 5.2082 2.2360 1.2 1.4 -0.4 -0.64
C -0.5721 4.7981 0.8833 -1.0 -1.3 -1.8 -0.50
H 0.2593 3.0002 -3.2286 -0.1 0.5 -0.2 0.54
H 0.8546 1.5168 -2.7837 1.6 0.4 0.8 0.46
H 1.9508 2.8452 -3.3580 0.4 -0.1 0.6 0.53
H 1.5026 3.9895 -1.1180 0.0 -0.1 0.0 0.76
H 1.6284 2.2036 -0.8095 0.3 0.9 0.5 -0.33
H -0.6721 1.8194 -0.6690 1.0 0.2 -0.3 -1.10
H -1.1395 3.2974 -1.3629 0.0 1.0 0.4 0.73
H -1.9098 2.9043 2.3360 0.0 -0.6 0.2 0.62
H -1.8661 1.6120 1.0179 -0.2 0.5 0.9 -0.27
H -2.8205 3.1866 0.9526 0.4 0.1 -1.0 0.32
H 0.5221 1.8015 2.0896 -1.3 1.8 0.0 -0.59
H 1.4498 2.9091 1.1570 -1.1 1.6 -0.4 0.51
H -0.0456 3.7714 3.6969 0.1 -0.6 0.2 0.35
H 1.5374 4.2616 3.3418 0.2 -0.1 -0.7 0.47
H -0.9044 5.6566 2.8624 0.0 -0.3 -0.1 0.37
H 0.6175 5.9728 2.0366 -0.2 0.4 0.3 0.33
H -1.5395 5.1434 0.5186 -0.3 -0.2 0.5 0.53
H 0.0554 5.1567 0.0674 0.6 -0.3 0.3 0.33
C 4.0397 -2.2899 -3.8454 0.5 -0.2 -0.3 -1.31
C 2.5582 -2.6063 -3.7387 -0.8 0.9 1.8 -0.45
C 1.9226 -1.7694 -2.5084 -0.4 0.0 -2.3 -1.18
N 0.4165 -1.5673 -2.7651 -0.7 -0.1 0.9 0.65
C -0.3552 -2.9643 -2.7302 0.8 1.6 -1.5 -1.11
C 0.0822 -0.6821 -4.0847 1.0 -1.7 0.6 -0.56
C -0.7840 0.4778 -3.6701 0.8 -0.2 0.0 -1.20
C -1.2581 0.1044 -2.2510 1.6 -0.5 -2.3 0.11
C -0.1723 -0.6763 -1.6265 2.7 0.4 -2.2 -1.58
H 4.6684 -3.1263 -4.1509 -0.3 -0.2 -0.1 0.38
H 4.4702 -1.9738 -2.8953 -0.1 0.2 0.0 0.31
H 4.1897 -1.5239 -4.6063 0.1 0.2 0.3 0.35
H 2.3303 -3.6646 -3.6111 0.2 0.0 0.3 0.48
H 2.0276 -2.3175 -4.6460 0.1 0.1 0.0 0.30
H 2.2574 -0.7348 -2.4338 0.5 0.1 -0.6 0.37
H 2.1302 -2.1244 -1.4989 -0.5 -0.8 -0.4 0.60
H -0.1779 -3.5019 -1.7987 -0.1 0.4 0.1 0.34
H -0.0404 -3.6047 -3.5541 0.4 0.3 0.0 0.47
H -1.3947 -2.7210 -2.9498 0.3 -0.4 0.1 0.53
H -0.3342 -1.3860 -4.8053 0.0 0.1 0.0 0.46
H 1.0057 -0.2558 -4.4766 0.3 -0.7 0.1 0.51
H -1.5227 0.6139 -4.4600 -0.5 0.2 0.4 0.50
H -0.0909 1.3190 -3.6567 -1.8 -0.5 -0.8 -0.14
H -2.1228 -0.4854 -2.5552 1.9 -1.2 0.7 0.72
H -1.6124 0.9133 -1.6121 1.3 -0.6 -1.7 0.73
H -0.4733 -1.2519 -0.7512 4.4 1.9 -3.5 0.37
H 0.4773 0.0877 -1.1993 1.1 -0.6 -1.1 0.63
C 4.7462 -2.5661 4.1236 0.0 -0.4 -0.9 -1.46
C 3.8599 -1.5280 3.4235 -0.1 0.7 0.3 -0.12
C 2.5112 -2.0862 3.0988 -1.5 -0.1 0.0 -0.87
N 1.5185 -1.2608 2.1549 -0.5 -1.5 0.4 0.61
C 0.1506 -2.0891 2.0792 5.7 -0.1 0.4 -0.87
C 1.2763 0.2135 2.6162 1.1 -1.4 -0.2 -0.30
C 2.3694 1.0040 1.8360 0.3 -0.5 2.4 -0.62
C 2.6102 0.2829 0.5928 1.1 -1.7 -2.6 -0.31
C 1.9635 -1.1420 0.6587 -0.2 0.9 2.1 -0.60
H 4.1157 -3.0076 4.8953 0.5 -0.2 0.3 0.36
H 5.6916 -2.1779 4.5026 -0.4 0.4 0.4 0.41
H 5.0987 -3.3469 3.4496 -0.4 -0.2 -0.2 0.37
H 4.2375 -1.0938 2.4978 0.7 0.2 0.3 0.16
H 3.6437 -0.8155 4.2196 0.5 0.9 -0.5 0.28
H 1.9256 -2.1362 4.0167 -0.1 -0.2 0.0 0.63
H 2.6287 -3.1137 2.7545 -0.5 0.1 -0.7 0.54
H -0.7086 -1.4698 1.8216 8.6 3.0 -1.1 -1.05
H -0.1621 -2.5312 3.0252 0.8 0.0 0.2 1.06
H 0.2117 -2.8672 1.3184 0.5 -0.2 0.1 0.15
H 0.2351 0.4103 2.3608 0.5 -0.4 -0.3 0.02
H 1.3386 0.4039 3.6877 0.4 -0.7 0.2 0.57
H 2.0241 2.0223 1.6575 2.5 -2.3 0.7 -0.54
H 3.2914 1.0270 2.4170 -0.2 0.0 0.3 0.57
H 2.3203 0.8974 -0.2595 -0.6 -0.8 -0.1 -0.06
H 3.6738 0.2020 0.3685 0.2 -0.3 0.4 0.74
H 1.0063 -1.1841 0.1391 1.0 0.0 0.1 0.05
H 2.5816 -2.0304 0.5292 0.3 0.3 -0.4 1.08
C -2.3264 -1.4135 3.6684 0.3 0.5 2.4 -2.09
C -2.0291 -1.1192 2.2699 -5.2 0.0 -2.5 1.50
C -3.3255 -1.2101 1.4587 -0.1 0.7 -1.2 -0.98
N -3.2507 -1.0182 -0.1115 0.0 -0.3 0.2 0.80
C -2.1432 -1.9466 -0.7085 -2.7 -0.3 2.0 -0.64
C -3.1288 0.4419 -0.5146 -1.3 -0.5 0.0 -0.91
C -3.6509 0.5075 -1.9525 -1.6 1.7 -1.1 -0.35
C -4.5990 -0.6378 -2.1455 -0.9 -0.5 0.7 -0.84
C -4.6221 -1.2964 -0.7718 0.6 -2.4 -0.4 -0.59
H -2.8943 -0.6179 4.1508 -0.2 0.1 -0.1 0.44
H -1.3979 -1.4334 4.2390 0.1 0.0 0.2 0.47
H -2.8396 -2.3397 3.9270 -0.1 -0.1 -0.6 0.41
H -1.3532 -1.8729 1.8661 -8.4 -3.0 0.4 -0.32
H -1.4752 -0.2189 2.0037 -0.5 0.4 0.5 -0.16
H -3.9631 -0.4038 1.8212 -0.6 -0.3 -0.3 0.37
H -3.7582 -2.2075 1.5378 -0.2 0.2 0.4 0.47
H -2.0816 -1.8388 -1.7914 -1.0 -0.5 1.3 0.21
H -2.2584 -2.9743 -0.3638 -0.7 0.0 -0.1 0.18
H -1.1714 -1.6134 -0.3442 -4.4 -1.8 2.4 0.27
H -2.1052 0.7698 -0.3338 -1.1 -0.3 0.6 -0.59
H -3.8958 0.9246 0.0911 0.4 0.2 0.3 1.02
H -2.8378 0.4201 -2.6732 -3.1 1.9 0.1 -0.36
H -4.2643 1.3738 -2.2002 0.5 0.6 0.6 0.81
H -4.3387 -1.3365 -2.9406 0.4 -0.1 0.1 0.37
H -5.5975 -0.2970 -2.4190 0.0 0.0 0.1 0.35
H -4.6187 -2.3688 -0.9673 -0.4 -0.2 0.6 0.41
H -5.4514 -1.0524 -0.1079 0.3 0.3 0.0 0.56
```
Positions in Å, forces in eV/Å.

Computed properties:
Total charge   +3
Relative energy (zero: lowest compared OMol25 entry of this formula, charge and spin)   1492.59 kJ/mol
F_max   9.18 eV/A
E   -1579.76527 a.u.


2.
# C34H40AlBNO13

A structure of composition C34H40AlBNO13 in a non-equilibrium geometry (ωB97M-V/def2-TZVPD, the OMol25 dataset).

Geometry as XYZ:
```
90
Properties=species:S:1:pos:R:3:forces:R:3:mulliken_charge:R:1
C 0.5225 2.4347 4.8260 0.0 0.1 0.0 -1.20
C 0.7361 2.3823 3.3041 0.1 -0.1 0.1 -0.09
C 0.4495 1.0220 2.6666 0.0 0.1 -0.2 0.09
C -0.9584 0.4991 2.9450 -0.1 0.0 0.4 -0.68
O -1.9437 1.4738 2.7929 0.3 0.1 -0.4 -0.08
Al -3.0184 1.6342 1.4022 -0.6 0.0 0.1 -0.44
C -2.1749 0.9306 -0.3519 0.1 0.0 -0.6 -0.10
C -1.3194 1.8928 -1.0360 0.1 0.0 0.0 -0.24
O -1.6265 2.8000 -1.7660 0.0 -0.1 0.2 -0.65
O 0.0643 1.7069 -0.7484 -0.2 -0.1 0.4 -0.39
O -3.4294 3.3281 1.1740 0.3 0.0 0.3 -0.25
C -2.8378 4.3758 1.8821 -0.1 0.2 -0.1 0.55
C -3.7685 4.9202 2.9699 0.1 0.1 0.0 -1.21
B -4.8198 0.4500 1.7506 0.1 0.0 0.1 0.63
O -5.5715 -0.1639 0.7202 -0.1 0.1 0.2 -0.57
N -5.2934 0.1660 3.1005 -0.6 -0.1 -0.9 -0.10
C -6.3329 -0.8527 3.2401 0.2 0.2 0.4 -1.02
C -5.5507 1.3799 3.8773 0.5 -0.1 0.4 -0.94
H -0.1735 3.2271 5.1010 -0.1 0.0 0.0 0.25
H 1.4545 2.6391 5.3564 0.0 -0.1 0.0 0.35
H 0.1121 1.5014 5.2107 0.0 0.0 0.0 0.29
H 0.1016 3.1235 2.8188 0.0 0.0 0.0 -0.16
H 1.7705 2.6540 3.0748 0.0 0.0 0.0 0.49
H 0.5694 1.1143 1.5839 0.0 0.0 0.0 -0.40
H 1.1853 0.2799 3.0003 -0.1 0.0 0.1 0.40
H -0.9994 0.1325 3.9816 0.0 -0.1 0.0 0.48
H -1.1354 -0.3834 2.3096 0.0 0.0 0.0 0.24
H -3.0455 0.7467 -0.9877 -0.1 0.0 0.1 0.31
H -1.6648 -0.0157 -0.1681 0.1 0.1 0.1 0.36
H 0.3632 2.4926 -0.2762 0.0 0.2 -0.3 0.22
H -2.5890 5.1925 1.1889 -0.1 0.0 -0.1 0.38
H -1.8915 4.0698 2.3499 0.0 0.0 0.0 -0.41
H -3.5998 5.9881 3.1377 0.0 0.0 0.1 0.41
H -4.8030 4.7915 2.6496 0.0 0.0 0.0 0.21
H -3.6262 4.4049 3.9217 -0.1 -0.1 0.0 0.25
H -5.4340 0.3474 -0.0788 0.3 -0.2 -0.2 0.21
H -6.3917 -1.4624 2.3439 0.0 0.0 0.0 0.27
H -7.3169 -0.4166 3.4378 -0.1 0.0 -0.2 0.39
H -6.1111 -1.5209 4.0815 0.0 0.0 0.0 0.28
H -5.9258 2.2151 3.2754 -0.1 -0.1 0.0 0.34
H -6.2898 1.1619 4.6500 0.1 0.0 0.1 0.43
H -4.6380 1.7362 4.3638 0.0 0.0 0.0 0.12
C 3.2762 0.8944 -1.9110 0.0 0.0 0.0 -0.52
C 2.5086 -0.0564 -1.3814 0.0 -0.1 0.0 -0.37
C 3.0413 -1.4262 -1.1720 0.0 0.0 0.0 0.18
O 2.3568 -2.3150 -0.7080 0.0 0.0 0.0 -0.57
C 4.4516 -1.6961 -1.5614 -0.1 0.1 0.0 -0.55
C 5.2089 -0.7406 -2.0916 0.0 0.0 0.0 -0.35
C 4.6779 0.6286 -2.3036 0.0 0.0 0.0 0.49
O 5.3803 1.4971 -2.7878 -0.1 0.0 0.1 -0.60
H 2.9090 1.8988 -2.0813 0.0 0.0 0.0 0.49
H 1.4816 0.1371 -1.0959 0.0 0.0 0.0 0.68
H 4.7994 -2.7075 -1.3968 0.0 0.1 0.0 0.59
H 6.2360 -0.9092 -2.3923 0.0 0.0 0.0 0.50
C 3.6489 -5.7782 -2.4439 0.0 0.0 0.0 -0.26
C 3.0029 -6.6996 -3.1532 0.0 0.0 0.0 -0.41
C 3.6578 -7.3967 -4.2889 0.0 0.0 0.0 0.35
O 3.0742 -8.2384 -4.9365 0.0 0.0 0.0 -0.55
C 5.0616 -7.0235 -4.6077 0.0 0.0 0.0 -0.39
C 5.7086 -6.1018 -3.9011 0.0 0.0 0.0 -0.37
C 5.0525 -5.4132 -2.7622 -0.1 0.0 0.1 0.49
O 5.6380 -4.5730 -2.1116 0.2 -0.1 -0.1 -0.55
H 3.1959 -5.2470 -1.6151 0.0 0.0 0.0 0.46
H 1.9794 -6.9851 -2.9465 0.0 0.0 0.0 0.42
H 5.5120 -7.5454 -5.4424 0.0 0.0 0.0 0.39
H 6.7295 -5.8090 -4.1109 0.0 0.0 0.0 0.42
C -9.6547 -2.7674 -1.0481 0.0 0.0 0.0 -0.36
C -9.5509 -2.9462 0.2648 0.0 0.0 0.0 -0.46
C -9.1878 -1.8226 1.1678 0.1 0.1 0.0 0.47
O -9.0999 -1.9828 2.3650 -0.2 -0.1 0.0 -0.55
C -8.9269 -0.4989 0.5453 0.0 0.0 0.0 -0.03
C -9.0322 -0.3232 -0.7688 0.0 0.0 0.0 -0.36
C -9.4085 -1.4388 -1.6681 0.0 0.0 0.0 0.36
O -9.5148 -1.2840 -2.8671 0.0 0.0 0.0 -0.57
H -9.9208 -3.5654 -1.7300 0.0 0.0 0.0 0.40
H -9.7258 -3.9016 0.7433 0.0 0.0 0.0 0.41
H -8.6371 0.2931 1.2230 0.0 0.0 0.0 0.25
H -8.8427 0.6291 -1.2475 0.0 0.0 0.0 0.43
C 9.1389 2.5291 -1.6394 0.0 0.0 0.0 -0.36
C 8.5684 2.0462 -2.7417 0.0 0.0 0.0 -0.38
C 9.3912 1.6941 -3.9279 0.0 0.0 0.0 0.25
O 8.8947 1.2472 -4.9393 0.0 0.0 0.0 -0.55
C 10.8616 1.9043 -3.8372 0.0 0.0 0.0 -0.36
C 11.4231 2.3884 -2.7340 0.0 0.0 0.0 -0.37
C 10.6033 2.7383 -1.5447 0.0 0.0 0.0 0.38
O 11.1219 3.1773 -0.5397 0.0 0.0 0.0 -0.55
H 8.5660 2.7944 -0.7596 0.0 0.0 0.0 0.44
H 7.4977 1.8886 -2.8205 0.1 0.0 -0.1 0.74
H 11.4328 1.6387 -4.7178 0.0 0.0 0.0 0.41
H 12.4894 2.5513 -2.6398 0.0 0.0 0.0 0.40
```
Positions in Å, forces in eV/Å.

Computed properties:
Total charge   -1
Relative energy (zero: lowest compared OMol25 entry of this formula, charge and spin)   0.00 kJ/mol
F_max   1.11 eV/A
E   -2619.83147 a.u.


3.
# C23H39F2IN5O2ReS2

A structure of composition C23H39F2IN5O2ReS2 in a non-equilibrium geometry (ωB97M-V/def2-TZVPD, the OMol25 dataset).

Geometry as XYZ:
```
75
Properties=species:S:1:pos:R:3:forces:R:3:mulliken_charge:R:1
Re 0.5138 0.6147 -0.1171 0.8 -1.0 0.3 1.35
C 3.0496 1.5285 -0.8502 0.2 0.1 0.0 -0.64
C 3.9837 1.9830 -1.9828 -0.2 -0.1 -0.2 -1.07
C 3.5790 1.5891 -3.4041 -0.1 0.2 0.0 0.16
C 2.3861 2.3591 -3.9777 0.3 -0.2 -0.1 -1.13
N 1.1476 1.9245 -3.3246 -0.1 0.2 0.0 -0.09
C 0.5754 0.7448 -3.4776 0.3 0.1 -0.3 0.36
S -0.4941 0.1677 -2.1887 0.4 0.2 1.8 -0.18
N 0.7894 -0.0294 -4.5115 -0.1 0.1 0.1 0.06
C 0.2055 -1.3652 -4.7362 -0.1 -0.6 0.2 -1.36
C 0.9309 -2.4741 -3.9701 0.1 0.2 -0.2 0.13
C 2.3766 -2.6927 -4.4190 0.0 -0.2 0.1 -0.22
C 2.4953 -3.2341 -5.8393 0.0 0.2 -0.1 -1.35
H 3.5298 1.7005 0.1116 -0.2 -0.1 0.1 0.38
H 2.8514 0.4428 -0.9389 0.0 0.0 0.0 0.41
H 2.1127 2.1429 -0.8490 -0.1 -0.1 0.0 0.25
H 4.9606 1.5374 -1.7911 0.0 0.0 0.1 0.45
H 4.1170 3.0651 -1.9221 0.0 0.0 0.1 0.36
H 3.3642 0.5154 -3.4424 0.1 0.0 -0.1 -0.23
H 4.4303 1.7688 -4.0617 0.0 0.0 0.0 0.40
H 2.3221 2.2107 -5.0570 -0.1 0.1 0.0 0.34
H 2.4865 3.4298 -3.8099 -0.1 0.0 0.0 0.50
H 0.7419 2.5351 -2.6352 -0.1 0.0 0.0 0.40
H 1.3442 0.3445 -5.2722 0.0 0.0 0.1 0.39
H 0.2658 -1.5606 -5.8042 0.0 0.1 0.0 0.54
H -0.8500 -1.3420 -4.4650 0.0 0.1 -0.1 0.37
H 0.3653 -3.3938 -4.1356 0.0 0.0 0.1 0.46
H 0.8991 -2.2567 -2.8962 0.0 0.0 0.0 0.02
H 2.8295 -3.4137 -3.7352 0.0 0.1 0.0 0.47
H 2.9560 -1.7673 -4.3165 0.0 0.0 0.0 -0.13
H 1.8587 -4.1084 -5.9792 0.1 0.0 0.0 0.32
H 3.5233 -3.5179 -6.0545 0.0 0.0 0.0 0.40
H 2.2085 -2.4971 -6.5935 0.0 0.0 0.0 0.33
N 1.1844 1.9683 3.6587 -0.2 0.1 -0.3 -0.26
C 1.6955 0.9549 2.9975 0.4 0.0 0.8 0.66
O 1.5836 0.8552 1.7338 -0.8 0.0 -1.4 -0.81
C 2.4948 -0.0332 3.8035 -0.3 -0.2 -0.3 -1.28
I 1.1718 -1.5222 4.6273 0.1 0.2 -0.1 0.21
H 0.5818 2.6465 3.2168 0.0 0.0 -0.1 0.19
H 1.3389 2.0862 4.6498 0.0 -0.1 0.0 0.25
H 2.9640 0.4298 4.6657 0.0 0.1 -0.1 0.54
H 3.2373 -0.5431 3.1997 0.0 0.0 -0.1 0.40
C -3.5796 -3.2936 4.0759 -0.1 0.0 -0.1 -1.39
C -4.3013 -3.2044 2.7324 0.2 0.1 0.0 0.08
C -3.4285 -3.6227 1.5473 -0.4 -0.3 0.2 -0.66
N -2.2246 -2.7814 1.4866 0.1 0.1 0.2 0.06
C -1.7198 -2.1091 0.4973 0.0 -0.2 -0.2 0.46
S -0.1217 -1.4073 0.8477 -0.1 0.7 -0.2 -0.43
N -2.2670 -1.9997 -0.7097 -0.1 0.3 0.0 0.30
C -3.6851 -1.9821 -1.1214 -0.1 -0.1 0.1 0.10
O -3.9417 -2.4955 -2.1646 0.1 0.1 -0.1 -0.49
C -4.6091 -1.2738 -0.2194 -0.1 0.3 -0.1 0.63
C -5.9733 -1.5610 -0.3121 0.0 -0.1 0.0 -0.60
C -6.8761 -0.8891 0.4943 0.0 0.0 0.0 -0.63
C -6.4359 0.1027 1.3616 0.1 0.0 0.1 -0.47
C -5.0834 0.4133 1.4372 0.1 0.0 -0.1 -0.73
C -4.1747 -0.2661 0.6442 0.0 -0.1 0.0 0.10
H -4.2906 -3.1128 4.8792 0.1 0.0 0.1 0.42
H -2.7931 -2.5380 4.1831 0.0 0.0 0.0 0.39
H -3.1416 -4.2815 4.2311 0.0 0.0 0.0 0.33
H -4.6652 -2.1873 2.5664 -0.1 -0.1 0.0 -0.07
H -5.1645 -3.8697 2.7431 0.0 0.0 -0.1 0.41
H -3.9772 -3.5629 0.6126 0.1 -0.1 0.0 0.32
H -3.0874 -4.6522 1.6834 0.1 0.0 -0.1 0.49
H -1.7354 -2.7288 2.3738 0.1 0.1 0.0 0.12
H -1.6365 -1.8694 -1.4870 0.0 -0.1 0.0 -0.12
H -6.3157 -2.3120 -1.0127 0.0 0.0 0.0 0.50
H -7.9274 -1.1380 0.4483 0.0 0.0 -0.1 0.46
H -7.1442 0.6383 1.9794 0.0 0.0 0.0 0.44
H -4.7353 1.1879 2.1073 0.0 0.0 0.0 0.47
H -3.1339 0.0258 0.6617 0.1 0.0 0.1 0.18
F -1.2499 1.8702 1.7087 0.1 0.0 -0.1 -0.24
C -0.7738 2.1872 0.4718 -0.6 0.0 0.2 -0.07
F -1.8198 2.3535 -0.3504 0.1 -0.1 0.0 -0.21
H -0.2492 3.1536 0.5468 0.2 -0.2 0.0 0.52
```
Positions in Å, forces in eV/Å.

Computed properties:
Expectation value of S²   0.768
Total charge   +3
Multiplicity   2
F_max   1.83 eV/A
E   -2695.18300 a.u.


4.
# C3H11NOS2

A cluster of 2 separate species, C3H11NOS2 in total in a non-equilibrium geometry (ωB97M-V/def2-TZVPD, the OMol25 dataset).

Geometry as XYZ:
```
18
Properties=species:S:1:pos:R:3:forces:R:3:mulliken_charge:R:1
N 2.2156 -0.8419 0.5649 -1.3 -0.3 0.9 -0.58
C 1.2840 0.3077 0.5360 0.6 0.5 -1.1 -0.50
C -0.0813 0.3794 1.2288 0.5 -1.4 -1.4 -0.46
S -1.4681 -0.5737 0.4038 0.5 0.1 1.0 -0.08
S -1.8881 0.6188 -1.1757 -0.2 0.8 -0.5 -0.05
C -2.0779 2.3816 -0.5789 0.7 -1.0 -0.5 -0.84
H 1.9520 -1.4785 -0.1722 0.1 -0.1 -0.3 0.20
H 2.0284 -1.3962 1.4043 0.4 0.2 0.0 0.27
H 1.8647 1.1816 0.8571 -0.2 0.0 0.2 0.32
H 1.0980 0.4769 -0.5277 0.0 0.3 0.0 0.30
H 0.0005 -0.0096 2.2437 -0.5 0.6 0.2 0.37
H -0.4270 1.3860 1.0294 0.1 0.3 1.1 0.17
H -1.0505 2.7382 -0.5299 -0.2 0.3 0.3 0.29
H -2.5570 2.8830 -1.4178 -0.2 0.0 0.1 0.31
H -2.6100 2.5238 0.3567 -0.1 -0.2 0.0 0.30
H 0.8357 -2.8983 -1.1281 0.6 0.2 0.6 0.25
H 0.0696 -3.8244 -1.8536 -0.2 -0.9 -0.2 0.33
O 0.8114 -3.8544 -1.2408 -0.4 0.7 -0.4 -0.60
```
Positions in Å, forces in eV/Å.

Computed properties:
Relative energy (zero: lowest compared OMol25 entry of this formula, charge and spin)   76.87 kJ/mol
F_max   2.03 eV/A
E   -1047.23808 a.u.